(1)
A cluster of 2 separate species, C3H4P2 in total at a distorted geometry. Source: the Open Molecules 2025 dataset; level of theory: ωB97M-V with the def2-TZVPD basis set.

Output
**Spin multiplicity**: 1
**Energy**: -799.17374 Ha
**Energy above the lowest of the compared OMol25 structures with the same formula, charge and spin**: 4.6002 eV
**Lowest unoccupied orbital energy (alpha / beta)**: -0.7459 / -0.7471 eV

Positions of all 9 atoms, in Å:
P (-2.007, -0.866, 0.440)
P (-1.599, 1.396, -0.395)
C (-0.586, -1.350, -0.643)
C (-0.439, -0.045, 0.066)
C (0.056, 1.217, 0.351)
H (-0.802, -1.395, -1.708)
H (0.380, 1.783, 2.105)
H (0.133, -2.100, -0.384)
H (0.951, 1.718, -0.172)

Atoms 1-6, force components in eV/Å:
0.8 1.3 1.1
-0.3 -0.8 -0.5
0.3 0.8 -1.3
-1.4 -2.1 -0.8
2.4 3.3 3.1
0.2 0.4 -0.1

These are the Löwdin partial charges, in e, on atoms 1 to 4: number 1, P, carries 0.818; number 2, P, carries 0.747; number 3, C, carries -0.399; number 4, C, carries -0.939



(2)
A cluster of 4 separate species, C46H35O8S3 in total. Source: the Open Molecules 2025 dataset; level of theory: ωB97M-V with the def2-TZVPD basis set.

Output
**Net charge**: +1
**Spin multiplicity**: 1
**Energy**: -3570.13995 Ha
**Lowest unoccupied orbital energy**: -3.8314 eV

Positions of all 92 atoms, in Å:
S (4.351, 5.084, 6.395)
S (7.302, 6.401, 5.475)
S (2.953, 2.565, 7.277)
O (-0.232, 2.978, 2.761)
O (4.032, 2.130, 6.449)
O (2.195, -6.634, 2.141)
O (-7.888, 1.377, -8.128)
O (-0.358, -2.006, 0.766)
O (3.163, -6.708, -3.140)
O (-4.086, 1.567, -4.347)
O (1.610, 2.109, 7.169)
C (1.046, 0.965, 4.203)
C (0.394, 0.717, 3.004)
C (-0.265, 1.854, 2.297)
C (-1.572, 0.021, -0.743)
C (5.060, -7.892, -1.460)
C (-2.174, 1.059, -1.435)
C (3.902, -7.292, -0.976)
C (3.707, 6.296, 5.174)
C (5.720, -8.429, 0.789)
C (-6.351, 1.156, -4.866)
C (0.842, -5.407, -2.266)
C (-2.165, 2.345, -0.906)
C (-5.640, 1.859, -7.596)
C (4.861, 6.857, 4.355)
C (5.924, 7.560, 5.213)
C (1.469, -6.023, -0.021)
C (4.568, -7.837, 1.276)
C (-0.301, -4.799, -1.775)
C (1.731, -6.023, -1.392)
C (-4.045, 2.595, -9.233)
C (2.819, 4.362, 7.047)
C (-1.548, 2.595, 0.308)
C (-8.951, 0.448, -4.194)
C (3.654, -7.268, 0.397)
C (-0.938, 1.558, 1.005)
C (-5.330, 2.197, -8.908)
C (0.312, -5.423, 0.462)
C (-3.365, 2.319, -6.943)
C (0.372, -0.577, 2.488)
C (-7.961, 0.478, -3.217)
C (-0.569, -4.811, -0.411)
C (-0.322, -0.876, 1.200)
C (-6.665, 0.830, -3.551)
C (-4.654, 1.917, -6.610)
C (-4.952, 1.548, -5.198)
C (1.691, -0.056, 4.875)
C (-7.036, 1.445, -7.270)
C (-3.063, 2.658, -8.251)
C (-7.343, 1.119, -5.847)
C (5.965, -8.459, -0.580)
C (1.013, -1.607, 3.168)
C (2.416, -6.644, 0.948)
C (1.679, -1.346, 4.356)
C (2.950, -6.677, -1.947)
C (-8.643, 0.766, -5.505)
C (-0.955, 0.263, 0.479)
H (1.035, 1.974, 4.590)
H (-2.616, 2.357, -6.165)
H (-2.655, 0.878, -2.388)
H (-0.986, -4.312, -2.457)
H (-9.394, 0.745, -6.283)
H (5.511, 7.847, 6.182)
H (-5.882, 0.861, -2.807)
H (-2.641, 3.151, -1.450)
H (3.031, 5.683, 4.573)
H (6.864, -8.926, -0.959)
H (2.201, 0.163, 5.801)
H (2.055, 4.447, 6.270)
H (4.437, 7.568, 3.645)
H (3.318, 2.452, 8.577)
H (2.463, 4.858, 7.948)
H (-6.110, 2.141, -9.655)
H (6.431, -8.873, 1.474)
H (3.130, 7.063, 5.687)
H (6.262, 8.473, 4.730)
H (4.625, 5.900, 7.429)
H (-3.805, 2.858, -10.255)
H (-2.060, 2.972, -8.509)
H (4.354, -7.807, 2.336)
H (1.067, -5.417, -3.324)
H (-8.205, 0.225, -2.193)
H (7.937, 7.113, 6.418)
H (5.293, 6.048, 3.763)
H (-1.458, -4.331, -0.029)
H (-9.964, 0.176, -3.929)
H (0.126, -5.440, 1.527)
H (-1.530, 3.589, 0.735)
H (2.186, -2.149, 4.875)
H (5.228, -7.902, -2.528)
H (-1.567, -0.987, -1.135)
H (0.987, -2.603, 2.747)

Atoms 1-6, force components in eV/Å:
0.0 -0.2 0.1
-0.1 0.0 0.1
0.0 0.3 0.1
0.0 0.0 0.0
-0.1 -0.1 0.0
0.0 0.0 0.0

These are the Löwdin partial charges, in e, on atoms 1 to 4: number 1, S, carries 1.108; number 2, S, carries 0.740; number 3, S, carries 0.647; number 4, O, carries 0.083



(3)
A cluster of 17 separate species, C39H82BrN7 in total at a distorted geometry. Source: the Open Molecules 2025 dataset; level of theory: ωB97M-V with the def2-TZVPD basis set.

Output
**Net charge**: +4
**Spin multiplicity**: 1
**Energy**: -4489.23472 Ha
**Lowest unoccupied orbital energy**: -11.1801 eV

Positions of all 129 atoms, in Å:
Br (-7.152, 2.685, 0.282)
N (-2.929, 5.863, 0.382)
N (-5.919, -5.689, 6.748)
N (7.015, -2.104, 9.243)
N (-7.432, -5.688, 5.120)
N (8.195, -3.786, -3.179)
N (8.010, -5.084, -4.915)
N (-1.382, -2.569, -8.913)
C (9.026, -3.442, 9.078)
C (-2.172, -2.290, -10.167)
C (-6.321, -4.897, 4.729)
C (-0.492, 4.767, -3.508)
C (0.931, -3.461, -7.741)
C (7.603, 6.308, 7.748)
C (7.451, 7.731, 8.120)
C (0.638, -1.971, -7.349)
C (8.897, -5.656, -4.080)
C (7.650, -5.648, -6.197)
C (5.893, -1.168, 9.527)
C (-0.666, -1.583, -8.113)
C (-5.047, 3.298, -0.349)
C (-4.088, 6.697, 0.842)
C (-2.316, 4.873, -1.770)
C (-7.040, -6.194, 6.338)
C (7.219, -2.324, 7.768)
C (8.712, -5.726, -7.231)
C (-1.516, 6.138, 0.780)
C (7.371, 8.917, 8.308)
C (-5.411, -4.896, 5.687)
C (-1.619, -3.787, -8.131)
C (-8.750, -5.851, 4.422)
C (-1.904, 5.269, -3.274)
C (-5.429, -5.778, 8.179)
C (0.013, 7.823, 0.936)
C (-1.082, 7.514, -0.005)
C (-6.893, 0.755, -8.348)
C (-7.415, -0.289, -9.129)
C (7.618, -3.945, -4.366)
C (-4.117, 7.539, 1.895)
C (8.398, -3.374, 7.873)
C (-3.887, 3.520, 0.595)
C (-6.374, -5.210, 9.265)
C (-0.364, -4.400, -7.527)
C (7.756, -2.721, -2.233)
C (9.013, -4.862, -2.967)
C (8.180, -2.605, 9.906)
C (-3.171, 5.860, -1.073)
H (8.647, -2.312, 10.878)
H (0.078, 6.990, 1.581)
H (5.062, -1.776, 9.362)
H (9.482, -6.500, -4.310)
H (-8.579, 9.698, -0.692)
H (9.287, -6.680, -7.236)
H (-1.371, 4.718, -1.346)
H (0.993, 8.104, 0.630)
H (0.194, 5.586, -3.220)
H (1.865, -3.925, -7.352)
H (-1.229, 9.894, 8.202)
H (-4.421, -4.372, 5.811)
H (-0.663, -4.833, -6.591)
H (-6.889, -4.318, 8.860)
H (-3.151, 6.971, -1.332)
H (9.997, -3.906, 9.457)
H (-6.103, 3.029, 3.056)
H (8.281, -5.684, -8.265)
H (-1.723, -2.701, -11.052)
H (7.261, 9.917, 8.648)
H (9.402, -4.857, -6.998)
H (-0.199, 3.820, -3.062)
H (-6.702, -9.472, 0.467)
H (6.845, -4.947, -6.533)
H (-2.766, 8.108, 2.242)
H (-5.019, 2.405, -0.924)
H (-0.298, -5.360, -8.065)
H (-5.215, 4.207, -0.964)
H (8.542, -2.664, -1.495)
H (-4.459, -5.344, 8.192)
H (-2.155, -4.501, -8.747)
H (-1.898, 8.174, 0.186)
H (-3.122, 2.788, 0.566)
H (-4.047, 3.979, 1.556)
H (-7.618, -1.259, -8.763)
H (-4.909, 6.246, 0.230)
H (-5.390, -6.865, 8.339)
H (-9.503, -5.249, 4.870)
H (-1.410, -0.909, -7.558)
H (5.975, -0.284, 8.938)
H (-0.987, 5.466, 0.078)
H (-5.730, -5.042, 10.150)
H (9.429, -4.929, -1.966)
H (-6.822, 1.751, -8.808)
H (-0.285, 4.687, -4.578)
H (-7.246, -5.883, 9.523)
H (-1.875, 6.352, -3.278)
H (5.730, 1.004, 6.853)
H (-0.427, -0.760, -8.783)
H (-0.850, 7.175, -1.066)
H (-12.369, 2.426, -1.923)
H (-2.385, -1.207, -10.234)
H (-4.258, 5.599, -1.242)
H (-9.043, -6.902, 4.354)
H (-6.377, -4.364, 3.750)
H (-0.453, 8.688, 1.629)
H (-3.107, -2.792, -10.007)
H (-3.504, 8.308, 6.088)
H (6.797, -3.364, -4.718)
H (-2.763, 3.835, -1.569)
H (0.586, -1.641, -6.393)
H (6.847, -3.123, -1.721)
H (8.678, -4.038, 7.152)
H (1.392, -1.312, -7.833)
H (-7.518, -6.897, 7.048)
H (7.543, -1.814, -2.751)
H (-2.268, -3.431, -7.336)
H (8.679, 5.991, 7.421)
H (7.459, -1.520, 7.072)
H (6.406, -2.879, 7.376)
H (5.904, -0.921, 10.541)
H (0.914, -3.365, -8.813)
H (-1.116, 5.852, 1.708)
H (-8.662, -5.515, 3.396)
H (-5.620, 1.315, -1.782)
H (-7.865, -0.065, -10.102)
H (-6.417, 0.952, -7.411)
H (6.927, 5.957, 6.901)
H (7.188, -6.646, -6.024)
H (-2.612, 4.978, -4.018)
H (7.381, 5.513, 8.534)
H (-5.076, 8.092, 2.010)

Atoms 1-6, force components in eV/Å:
2.2 0.5 0.4
-2.4 -0.3 0.7
1.3 1.5 -0.6
4.6 0.0 -0.1
1.6 -0.5 1.4
-1.0 0.5 -0.8

These are the Löwdin partial charges, in e, on atoms 1 to 4: number 1, Br, carries 0.396; number 2, N, carries -0.101; number 3, N, carries -0.045; number 4, N, carries -0.075